# C6H14N2O2

2 unconnected molecules or ions with the total composition C6H14N2O2 in a non-equilibrium geometry (wB97M-V/def2-TZVPD, OMol25).

Element x y z (Å)
C -2.09002 2.68244 -0.12480
C 0.80423 1.40983 1.85707
C -0.79509 1.99333 0.16582
O -0.14797 1.32538 -0.61108
N -0.46045 2.10827 1.51267
H -2.88580 1.92739 0.01525
H -0.93252 2.58474 2.25766
H 1.59860 2.08892 2.24585
H -2.46590 3.45739 0.55923
H -2.21489 3.13882 -1.10009
H 0.71420 0.86655 2.82395
H 1.26083 0.98263 0.97201
C -0.55032 -1.07048 -2.04765
C 1.64596 -3.06315 0.33302
C 1.03943 -2.50731 -0.94634
O 1.40990 -2.91419 -2.03421
N 0.18457 -1.46778 -0.78961
H 0.13371 -0.84763 -0.00646
H 0.23294 -0.66044 -2.67788
H 2.20793 -3.91737 -0.04975
H -0.84850 -2.01252 -2.53076
H -1.21616 -0.29430 -1.68276
H 2.40587 -2.40085 0.75642
H 0.96947 -3.40965 1.10246

Values from the calculation:
HOMO-LUMO gap   9.58 eV
Energy above the lowest of the compared OMol25 structures with the same formula, charge and spin   158.9 kJ/mol
Total energy   -496.9970 hartree
2S+1   1
Structure (SMILES)   CNC(C)=O.CNC(C)=O

Here are the Mulliken charges for atoms 1 to 6, given in e: number 1, C, carries -1.200; number 2, C, carries -0.892; number 3, C, carries 0.802; number 4, O, carries -0.651; number 5, N, carries -0.149; number 6, H, carries 0.268

---

# C6H12N2O

A molecular structure, C6H12N2O in a non-equilibrium geometry (wB97M-V/def2-TZVPD, OMol25).

Element x y z (Å)
C 0.80304 0.77769 0.10941
C 1.39979 0.70792 -1.29012
C 1.82031 0.58964 1.22607
C 0.23719 -1.59477 -0.10989
C -1.01557 -1.16977 0.04934
N -2.19180 -1.92238 -0.16996
N -1.98572 1.03363 -0.27966
C -1.05454 0.26243 0.39701
O 1.18070 -2.26882 -0.33780
H 0.44072 1.80656 0.21418
H -2.66281 -2.18688 0.68989
H -2.04366 -2.73837 -0.75390
H -2.56035 0.54998 -0.95771
H -2.31354 1.88138 0.15962
H -1.02463 0.49373 1.46065
H 2.05275 1.57107 -1.46838
H 2.02329 -0.17705 -1.43098
H 0.62026 0.72189 -2.05849
H 2.32438 -0.37709 1.16591
H 1.35068 0.67854 2.21118
H 2.59950 1.36066 1.17363

Values from the calculation:
HOMO-LUMO gap   8.60 eV
Energy above the lowest of the compared OMol25 structures with the same formula, charge and spin   304.6 kJ/mol
Total energy   -420.4679 hartree
2S+1   1

Here are the Mulliken charges for atoms 1 to 6, given in e: number 1, C, carries 0.000; number 2, C, carries -1.411; number 3, C, carries -1.230; number 4, C, carries 0.653; number 5, C, carries -0.065; number 6, N, carries -0.554

---

# C16H14N2O3

2 unconnected molecules or ions with the total composition C16H14N2O3 in a non-equilibrium geometry (wB97M-V/def2-TZVPD, OMol25).

Element x y z (Å)
C -1.03191 0.39422 -1.16726
C -1.23554 -0.24701 -2.39895
N -1.50505 -0.64453 -3.47891
C -1.74853 -0.05789 -0.01798
C -1.89538 0.78312 1.14182
C -2.44084 0.28658 2.31274
C -2.87001 -1.06563 2.37797
N -3.17605 -1.69217 3.61653
O -3.45541 -2.91834 3.58012
O -3.14757 -1.02332 4.67332
C -2.84126 -1.86864 1.21545
C -2.34171 -1.36537 0.02704
H -0.82215 1.48181 -1.20727
H -1.55298 1.82661 1.09590
H -2.46248 0.87203 3.23217
H -3.13570 -2.91250 1.31129
H -2.37727 -1.98681 -0.87901
C 1.56730 -0.45703 -4.09805
O 1.46918 0.35074 -2.88015
C 1.16350 -0.10214 -1.67372
C 1.83283 0.52035 -0.54374
C 2.15312 -0.24136 0.60500
C 2.75473 0.36801 1.69623
C 3.06302 1.73119 1.66164
C 2.80204 2.47319 0.50503
C 2.22663 1.87981 -0.59981
H 1.57517 0.28286 -4.90869
H 2.52213 -1.01674 -4.09316
H 0.69939 -1.13095 -4.23301
H 0.87744 -1.17042 -1.56043
H 1.87290 -1.30089 0.62891
H 2.94264 -0.21440 2.59860
H 3.50944 2.21086 2.51960
H 3.01184 3.54122 0.47040
H 1.99653 2.41354 -1.52965

Values from the calculation:
HOMO-LUMO gap   6.47 eV
Energy above the lowest of the compared OMol25 structures with the same formula, charge and spin   673.5 kJ/mol
Total energy   -953.1325 hartree
2S+1   1

Here are the Mulliken charges for atoms 1 to 6, given in e: number 1, C, carries -0.501; number 2, C, carries 0.251; number 3, N, carries -0.694; number 4, C, carries 0.974; number 5, C, carries -0.544; number 6, C, carries -0.456

---

# C6H14O2

3 unconnected molecules or ions with the total composition C6H14O2 in a non-equilibrium geometry (wB97M-V/def2-TZVPD, OMol25).

Element x y z (Å)
C -2.41848 1.01624 0.16370
C -1.12935 1.33637 -0.59862
C -0.32194 0.03618 -0.54287
C -0.11034 -0.76914 -1.59934
C 0.58254 -2.11443 -1.43794
C 0.25639 -2.92061 -0.45171
H -3.34521 0.82029 -0.53272
H -2.65369 1.70102 0.96186
H -2.43090 0.02966 0.47755
H -0.56101 1.99625 -0.00043
H -1.21284 1.82705 -1.62694
H 0.35543 -0.13497 0.42728
H -0.55487 -0.69071 -2.52144
H 1.55259 -2.29367 -2.07660
H -0.67682 -2.67811 0.20695
H 0.67104 -3.83673 -0.35271
H 1.27021 3.38607 1.51189
H 0.10683 2.59540 2.12534
O 0.44771 3.46303 2.00559
H 1.62927 -1.47293 1.24876
H 3.01063 -1.35304 1.57919
O 2.26310 -0.88844 1.16600

Values from the calculation:
HOMO-LUMO gap   9.86 eV
Energy above the lowest of the compared OMol25 structures with the same formula, charge and spin   358.0 kJ/mol
Total energy   -387.3712 hartree
2S+1   1
Structure (SMILES)   C=C/C=C/CC.O.O

Here are the Mulliken charges for atoms 1 to 6, given in e: number 1, C, carries -1.116; number 2, C, carries -0.120; number 3, C, carries -0.133; number 4, C, carries -0.213; number 5, C, carries 0.017; number 6, C, carries -0.993

---

# C5H7PS3

A single C5H7PS3 molecule in a non-equilibrium geometry (wB97M-V/def2-TZVPD, OMol25).

Element x y z (Å)
C 1.70066 -1.53670 0.23555
C 0.73703 -1.71379 1.32773
C 1.86689 -0.37600 -0.29775
C -0.05807 -0.68614 1.55770
C -0.09544 0.52263 0.78252
P -0.90468 0.52824 -0.85116
S -1.12324 -1.14409 -1.76103
S -2.83320 1.34689 -0.34315
S 0.02518 2.05832 -1.85965
H 2.25921 -2.39943 -0.18395
H 0.62914 -2.57511 1.83171
H 2.15821 0.42755 -0.91181
H -0.62515 -0.90295 2.51834
H -0.36548 1.36930 1.29211
H -2.50389 2.71575 -0.49415
H -0.86718 2.36552 -2.84301

Values from the calculation:
HOMO-LUMO gap (alpha / beta)   7.95 / 7.94 eV
Energy above the lowest of the compared OMol25 structures with the same formula, charge and spin   252.5 kJ/mol
Total energy   -1730.5031 hartree
2S+1   1

Here are the Mulliken charges for atoms 1 to 6, given in e: number 1, C, carries -0.216; number 2, C, carries -0.442; number 3, C, carries -0.539; number 4, C, carries -0.152; number 5, C, carries -0.645; number 6, P, carries 0.531

---

# C3H8O3

2 unconnected molecules or ions with the total composition C3H8O3 in a non-equilibrium geometry (wB97M-V/def2-TZVPD, OMol25).

Element x y z (Å)
O 0.66761 0.60749 -1.08445
O -0.78242 -1.01278 -0.50934
C 0.00000 0.00000 0.00000
C -0.32113 0.54914 -2.13769
C -1.21996 -0.68422 -1.76036
H -0.70071 0.76186 0.39247
H 0.64657 -0.32575 0.83742
H 0.09942 0.36544 -3.14508
H -0.86941 1.51021 -2.17199
H -1.24481 -1.53760 -2.46504
H -2.26660 -0.41733 -1.51794
O -3.18634 1.43454 -5.11945
H -3.82417 1.90286 -4.53456
H -3.70524 0.69594 -5.51120

Values from the calculation:
HOMO-LUMO gap   10.38 eV
Energy above the lowest of the compared OMol25 structures with the same formula, charge and spin   202.0 kJ/mol
Total energy   -344.7714 hartree
2S+1   1
Structure (SMILES)   C1COCO1.O

Here are the Mulliken charges for atoms 1 to 6, given in e: number 1, O, carries -0.396; number 2, O, carries -0.389; number 3, C, carries -0.197; number 4, C, carries -0.229; number 5, C, carries -0.233; number 6, H, carries 0.305

---

Repeat the first record exactly.
# C6H14N2O2

2 unconnected molecules or ions with the total composition C6H14N2O2 in a non-equilibrium geometry (wB97M-V/def2-TZVPD, OMol25).

Element x y z (Å)
C -2.09002 2.68244 -0.12480
C 0.80423 1.40983 1.85707
C -0.79509 1.99333 0.16582
O -0.14797 1.32538 -0.61108
N -0.46045 2.10827 1.51267
H -2.88580 1.92739 0.01525
H -0.93252 2.58474 2.25766
H 1.59860 2.08892 2.24585
H -2.46590 3.45739 0.55923
H -2.21489 3.13882 -1.10009
H 0.71420 0.86655 2.82395
H 1.26083 0.98263 0.97201
C -0.55032 -1.07048 -2.04765
C 1.64596 -3.06315 0.33302
C 1.03943 -2.50731 -0.94634
O 1.40990 -2.91419 -2.03421
N 0.18457 -1.46778 -0.78961
H 0.13371 -0.84763 -0.00646
H 0.23294 -0.66044 -2.67788
H 2.20793 -3.91737 -0.04975
H -0.84850 -2.01252 -2.53076
H -1.21616 -0.29430 -1.68276
H 2.40587 -2.40085 0.75642
H 0.96947 -3.40965 1.10246

Values from the calculation:
HOMO-LUMO gap   9.58 eV
Energy above the lowest of the compared OMol25 structures with the same formula, charge and spin   158.9 kJ/mol
Total energy   -496.9970 hartree
2S+1   1
Structure (SMILES)   CNC(C)=O.CNC(C)=O

Here are the Mulliken charges for atoms 1 to 6, given in e: number 1, C, carries -1.200; number 2, C, carries -0.892; number 3, C, carries 0.802; number 4, O, carries -0.651; number 5, N, carries -0.149; number 6, H, carries 0.268